# 1
The following is a quantum chemistry calculation of a structure of composition C32H56F6O16PRb, from the Open Molecules 2025 dataset.

XYZ file:
```
112
Properties=species:S:1:pos:R:3:forces:R:3:mulliken_charge:R:1
Rb 0.88759 -0.69008 -3.89939 -0.105 0.248 0.066 1.0352
P -0.03682 0.47531 -0.54239 -0.652 -0.133 -0.245 1.8498
F 0.80472 0.78508 0.77850 -0.156 -0.607 0.049 -0.4636
F 1.03930 -0.65681 -1.04026 0.309 0.184 0.044 -0.5141
F -0.91913 -0.71656 0.11899 0.590 0.195 0.142 -0.5583
F -0.83894 0.21988 -1.97659 -0.015 -0.063 0.041 -0.6444
F 0.80676 1.64110 -1.30585 0.034 -0.191 -0.202 -0.2093
F -1.17105 1.51050 -0.11989 -0.005 0.383 0.000 -0.5221
O -1.16301 -7.59653 -0.25884 0.003 0.034 -0.023 -0.5160
O -4.70841 -5.36163 -3.50140 0.207 -0.026 0.127 -0.5443
O -2.61951 -4.72895 -2.93028 -0.210 -0.135 0.200 -0.4232
O 0.08849 -7.23556 1.58329 0.117 -0.409 -0.101 -0.3929
O 1.00782 6.13624 -1.36461 0.797 -0.386 0.206 -0.4513
O -4.94595 -0.63112 1.82883 -0.260 -0.321 0.025 -0.4584
O -0.49870 -5.51763 0.33828 -0.097 -0.049 -0.665 -0.2091
O -0.58887 1.60361 -5.11007 0.745 -0.355 -0.044 -0.3653
O 0.75825 7.80804 0.10085 0.004 0.140 0.178 -0.5497
O 7.36105 4.84280 -2.14927 -0.152 0.066 0.265 -0.5466
O 5.68308 4.62274 -0.66555 -0.045 0.402 0.454 -0.3924
O -4.37579 -3.65009 -2.10562 -0.320 0.515 0.325 -0.4732
O 1.08314 -1.49312 4.69919 0.241 -0.647 -0.249 -0.4471
O -0.62269 6.03108 0.10190 -0.202 -0.009 0.729 -0.4456
O 5.67302 -1.01407 0.38016 0.376 0.500 -0.171 -0.4130
O 6.70215 2.82313 -1.45279 -0.019 -0.375 0.236 -0.3799
C 0.61856 -5.02742 1.09996 -1.257 0.267 0.442 0.4221
C 6.64564 4.17598 -1.46954 0.552 -0.108 -0.643 0.5832
C 4.62993 -3.07186 0.29601 0.806 0.333 -0.051 -0.7139
C 5.00252 3.53860 -0.01602 -0.196 0.092 -0.617 0.4452
C -0.63876 4.71484 -0.48095 -0.251 0.901 -0.402 0.9012
C 0.46514 -0.71956 3.68634 0.527 0.845 -0.054 0.2667
C -1.04293 -0.82290 5.54795 0.161 0.173 0.165 -0.7438
C 0.72269 -6.11177 2.17696 1.035 0.132 -0.339 -0.4528
C -3.35516 -3.28775 0.04023 -0.167 0.082 -0.079 -1.1124
C -2.06876 -3.70349 -2.13182 0.245 0.866 0.529 0.4917
C -0.87497 2.70513 -4.23982 -1.131 0.278 -0.348 0.8004
C 0.38141 4.88001 -1.60888 -0.097 0.110 -0.850 0.6009
C -4.16297 0.13156 0.90760 0.854 -0.230 0.218 0.3589
C -1.41719 1.64041 -6.27152 -0.756 0.125 0.307 -0.5577
C 3.50572 3.71270 -0.25139 0.756 -1.106 0.679 -1.1610
C -4.60489 1.39013 2.85470 -1.204 0.485 0.635 -0.7970
C -3.69301 1.39254 1.65459 0.021 -0.289 -0.352 0.2494
C -3.27620 -2.99830 -1.44670 0.605 -0.741 -0.217 0.7371
C -4.78369 -0.10228 3.13290 0.315 0.594 0.412 -0.0794
C -3.97550 -4.65642 -2.88405 -0.087 -0.206 -0.598 0.5385
C 5.34509 -2.01778 -0.55854 -0.872 -0.254 -0.196 -0.3429
C 3.73382 -2.16428 1.11761 -0.510 0.508 -0.491 0.3763
C 0.42286 6.75266 -0.32424 -0.167 0.136 -0.245 0.5145
C 5.61410 2.31335 -0.69908 -0.817 -0.402 0.099 -0.1036
C -2.15322 3.36078 -4.81857 0.455 0.208 0.148 -0.4765
C 0.27322 -3.66233 1.64529 0.239 0.769 0.309 -1.0119
C -2.69002 2.30634 -5.78691 -0.422 0.154 0.682 -0.6473
C -1.00594 -0.79661 4.01305 -0.600 -0.600 0.032 0.6341
C -0.57175 -6.86528 0.46099 -0.182 0.224 0.537 0.5197
C 4.62120 -0.92339 1.34073 0.163 -0.904 0.942 -0.2818
C -2.04854 4.41317 -0.94560 0.647 -1.439 0.259 -1.1291
C 0.40224 -1.24212 5.91389 -0.132 0.365 0.521 -0.4757
H -5.64512 -0.34712 3.75373 -0.258 0.077 -0.310 0.3731
H -1.36181 -1.76939 3.65835 -0.039 0.066 -0.111 0.0897
H -1.49692 -3.02694 -2.77522 -0.108 0.033 -0.026 -0.0137
H -1.12790 2.31167 -3.25613 0.457 -0.082 0.089 -0.6575
H -3.75896 2.26977 1.01349 -0.019 0.103 0.151 0.1174
H 3.13163 4.51982 0.37178 -0.265 0.096 -0.265 0.3945
H 5.27313 3.51222 1.04096 -0.154 0.391 0.014 0.3831
H 0.90091 0.29100 3.72209 -0.431 0.162 0.123 0.3210
H 5.88879 1.54671 0.02450 0.562 0.104 -0.132 0.1443
H 0.91322 -0.45117 6.47763 -0.039 0.162 -0.191 0.2456
H -1.29864 0.15444 5.95989 0.203 0.063 -0.036 0.3192
H 4.66982 -1.57263 -1.30482 -0.101 -0.209 -0.121 0.0847
H -3.30100 -1.93811 -1.68893 -0.158 0.042 0.087 0.1934
H -1.99613 3.37779 -1.30354 -0.192 0.134 -0.262 0.0281
H -2.72836 4.34640 -0.09820 -0.122 0.465 -0.053 0.3288
H -0.27894 4.01130 0.27151 -0.180 -0.056 -0.050 -0.0292
H -1.79018 -1.50564 5.95016 0.048 -0.151 -0.158 0.3140
H -4.33005 2.05513 3.67692 0.492 -0.439 0.120 0.3667
H 0.73046 -1.07499 2.69088 -0.053 -0.391 0.153 -0.3744
H 0.46938 -2.11968 6.55787 -0.119 -0.199 -0.274 0.3256
H 1.46244 -5.01862 0.40623 0.196 0.093 0.283 0.3170
H 0.25795 -5.85553 3.12757 -0.214 0.064 -0.116 0.3380
H -1.93439 4.28516 -5.35682 0.105 -0.022 0.046 0.3486
H -3.30257 -0.48330 0.63182 0.012 0.122 -0.194 -0.5793
H 3.29710 3.81799 -1.31312 0.076 0.369 -0.007 0.3425
H -5.61594 1.74165 2.61531 0.128 0.073 -0.424 0.3487
H -1.59534 0.60200 -6.54589 0.170 0.071 -0.399 0.3408
H 5.08425 -0.98894 2.33035 0.073 0.105 -0.047 0.2980
H -2.83889 3.60348 -4.00803 -0.118 0.003 -0.124 0.2767
H 2.89906 -1.86374 0.47437 -0.147 -0.109 0.175 -0.4426
H -2.65343 1.26683 1.95897 0.001 0.113 -0.004 -0.1262
H -0.05916 -2.92816 0.90966 0.266 -0.239 -0.384 -0.0702
H -2.59898 -2.76513 0.62335 0.188 0.155 -0.213 -0.0044
H -4.71728 0.36300 -0.00234 -0.358 -0.101 0.167 0.3671
H 5.43656 -3.49012 0.90534 -0.252 -0.283 0.128 0.3463
H 3.06863 2.75305 0.04813 -0.373 0.231 0.161 0.2232
H -3.19923 -4.35680 0.19138 -0.181 -0.039 0.083 0.3761
H -1.00144 2.23734 -7.08794 0.404 -0.248 0.013 0.2830
H -0.51958 -3.64600 2.39624 -0.033 -0.598 -0.020 0.3592
H 4.06826 0.01885 1.32722 0.020 0.031 -0.483 0.1144
H -1.66205 -0.05091 3.56852 0.269 0.191 -0.016 -0.4901
H 1.09509 4.05906 -1.65345 0.137 0.209 0.153 -0.2751
H 4.13991 -3.86945 -0.25876 -0.114 0.074 -0.029 0.3284
H 6.20617 -2.41356 -1.09388 0.311 0.291 0.309 0.3924
H 4.88798 1.82505 -1.35905 0.095 0.182 -0.228 0.0731
H -3.29593 1.59137 -5.22425 -0.001 -0.056 -0.135 0.2423
H -3.32191 2.77110 -6.54063 0.129 -0.206 -0.236 0.3920
H 1.77645 -6.34501 2.34310 -0.136 -0.182 0.199 0.3041
H -2.38849 5.05703 -1.75066 -0.044 0.250 0.162 0.4205
H -0.04202 5.01426 -2.60991 -0.416 -0.413 0.192 0.0537
H -4.32345 -2.97152 0.42972 -0.007 -0.135 0.009 0.3838
H -0.03180 3.39270 -4.19984 0.088 -0.090 0.041 0.0716
H -1.40135 -4.09269 -1.36472 0.014 -0.321 -0.183 -0.0402
H -3.92802 -0.50816 3.69220 0.218 -0.174 -0.445 -0.1245
H 1.13817 -3.22509 2.14941 0.082 -0.104 -0.074 0.2058
H 3.32275 -2.57981 2.03516 0.173 -0.006 0.067 0.3329
```
Forces are in eV/Å.

## Properties
E_LUMO = -1.30 eV
gap between HOMO and LUMO = 0.30995 hartree
2S+1 = 1
energy above the lowest of the compared OMol25 structures with the same formula, charge and spin = 21.3 kcal/mol


# 2
The following is a quantum chemistry calculation of a cluster of 7 separate species, C11H22Cl10O6 in total, from the Open Molecules 2025 dataset.

XYZ file:
```
49
Properties=species:S:1:pos:R:3:forces:R:3:mulliken_charge:R:1
Cl -10.42084 -21.57390 22.32461 0.021 -0.100 0.056 -0.1030
Cl -5.58648 -18.96961 18.70960 -0.091 0.176 -0.107 -0.1501
Cl -12.76924 -20.38464 18.54904 -0.199 -0.018 0.165 -0.1206
Cl -7.21807 -23.14487 13.66589 0.169 -0.151 -0.087 -0.1501
Cl -3.97369 -21.40945 18.51256 0.015 -0.012 -0.086 -0.1726
Cl -11.70952 -17.05031 19.28253 -0.033 0.196 0.130 -0.1569
Cl -8.88990 -24.08166 22.42452 0.089 -0.075 -0.022 -0.1596
Cl -9.85137 -22.13606 12.91320 -0.097 0.085 0.053 -0.1508
Cl -9.35982 -18.80671 19.46348 0.167 -0.099 0.429 -0.0969
Cl -14.26503 -20.89063 16.08007 0.054 0.040 -0.130 -0.1711
O -6.76775 -17.17730 11.86453 0.173 0.304 0.403 -0.3405
O -8.34020 -22.13950 18.19336 0.100 -0.246 0.146 -0.3650
O -9.31708 -20.77189 16.66885 -0.593 0.116 -0.095 -0.4977
O -7.14805 -21.36218 16.59809 0.389 -0.098 0.231 -0.1691
O -4.61289 -16.55808 11.63844 0.130 0.008 -0.072 -0.5526
O -6.19285 -15.03281 11.96271 0.191 0.196 -0.137 -0.3198
C -8.37244 -21.36501 17.10779 0.475 0.017 -0.004 0.7952
C -7.54595 -14.80108 12.35030 -0.231 -0.314 -0.185 -0.5735
C -13.16778 -21.55615 17.28605 0.190 -0.090 0.102 -0.0522
C -10.44674 -17.90214 18.43077 0.291 -0.295 -1.445 -0.1818
C -5.34140 -20.60818 19.29974 0.183 -0.239 0.175 0.1064
C -6.34151 -18.52583 11.99196 0.164 -0.824 -0.379 -0.6079
C -9.58002 -22.34781 18.85607 -0.793 0.297 0.414 0.0817
C -5.76411 -16.28006 11.80040 -0.098 -0.209 0.161 0.7841
C -9.60246 -22.77045 23.35287 -0.205 0.404 0.193 -0.2878
C -8.95945 -23.36191 13.81036 -0.146 -0.246 0.136 -0.0606
C -6.81949 -20.32588 15.66255 0.272 -0.382 0.006 -0.6934
H -13.65843 -22.41351 17.72962 0.027 0.029 0.134 0.3547
H -5.86788 -18.87898 11.07450 -0.187 0.092 -0.086 0.3257
H -9.23515 -24.33519 13.42048 0.123 0.019 -0.128 0.3649
H -10.32773 -23.17542 24.04744 -0.084 -0.101 -0.105 0.2865
H -7.19303 -19.38190 16.04546 -0.067 0.131 -0.299 0.3656
H -10.07156 -21.40415 19.08386 -0.022 0.071 -0.357 0.0109
H -7.16150 -20.59493 14.66694 -0.429 0.254 0.052 0.1131
H -8.23169 -15.16586 11.58607 -0.005 0.048 0.010 0.2675
H -5.60406 -18.70380 12.77622 -0.131 0.473 0.182 0.2737
H -9.41688 -22.80224 19.82821 0.507 -0.282 -0.201 -0.1545
H -5.73240 -20.32952 15.62033 0.004 0.141 0.197 0.2881
H -7.64712 -13.72804 12.45072 0.037 0.074 0.102 0.2415
H -5.10923 -20.54671 20.35504 -0.060 -0.006 0.048 0.3597
H -9.83533 -17.25785 17.80248 -0.077 0.504 0.510 0.3325
H -10.88969 -18.58572 17.71084 -0.216 -0.237 0.391 0.0978
H -12.22147 -21.83498 16.83633 -0.092 0.014 -0.250 -0.0173
H -9.21899 -23.31924 14.86257 -0.037 0.245 -0.011 -0.0147
H -7.24061 -19.09960 12.19820 -0.012 -0.016 -0.054 0.2199
H -8.83662 -22.23918 23.90442 0.173 -0.099 -0.105 0.2701
H -6.22656 -21.20241 19.11317 -0.072 0.049 -0.059 -0.1451
H -7.76001 -15.31816 13.28380 -0.047 0.142 0.071 0.2779
H -10.24597 -22.98075 18.26800 0.078 0.014 -0.093 0.2475
```
Forces are in eV/Å.

## Properties
E_LUMO = 0.35 eV
gap between HOMO and LUMO = 0.40732 hartree
2S+1 = 1
structure (SMILES) = COC(=O)OC.COC(=O)OC.ClCCl.ClCCl.ClCCl.ClCCl.ClCCl
energy above the lowest of the compared OMol25 structures with the same formula, charge and spin = 0.0 kcal/mol


- The highest E_LUMO belongs to which entry?
  C11H22Cl10O6